1.
125
Properties=species:S:1:pos:R:3:mulliken_charge:R:1 method="wB97M-V/def2-TZVPD" orbital_gap_ev=4.795 total_charge=+1
C -4.104 4.963 -1.447 -1.07
C -2.775 4.541 -2.215 0.61
O -2.953 3.348 -3.028 -0.36
C -1.673 2.987 -3.581 -0.38
C -1.707 1.421 -3.799 -0.42
O -1.999 0.709 -2.540 0.35
N -2.341 -0.553 -2.909 0.15
C -3.824 -0.776 -3.011 -1.14
C -4.688 -0.133 -1.850 0.88
C -6.188 -0.685 -2.058 -1.28
F -4.806 1.284 -1.954 -0.27
C -1.650 -1.536 -2.164 -0.90
N -1.658 -2.796 -2.658 0.08
S -0.794 -4.069 -1.841 1.33
O -1.343 -4.328 -0.483 -0.55
O -0.853 -5.344 -2.590 -0.53
F 0.801 -3.708 -1.642 -0.18
N -0.892 -1.332 -0.951 0.91
C 0.370 -0.545 -1.163 -0.83
O 1.416 -0.893 -0.269 -0.22
C 2.008 0.268 0.295 0.16
C 1.271 1.379 0.987 0.18
C 1.952 2.596 1.591 -0.37
C 3.457 2.728 1.540 -0.64
C 4.212 1.620 0.830 -0.16
C 3.527 0.414 0.201 -0.67
S -1.834 -0.793 0.382 0.78
O -0.949 -0.891 1.577 -0.41
O -2.318 0.599 0.285 -0.27
F -3.026 -1.920 0.609 -0.30
H -4.506 5.918 -1.901 0.30
H -3.833 5.192 -0.367 0.24
H -4.891 4.141 -1.435 0.23
H -2.471 5.378 -2.910 0.31
H -1.976 4.288 -1.445 -0.36
H -0.797 3.292 -2.931 0.22
H -1.624 3.494 -4.601 0.40
H -2.514 1.218 -4.582 0.29
H -0.745 1.010 -4.261 0.27
H -4.067 -1.890 -3.017 0.31
H -4.199 -0.338 -3.991 0.48
H -4.393 -0.445 -0.808 -0.06
H -6.403 -0.521 -3.169 0.35
H -6.298 -1.769 -1.770 0.36
H -6.900 0.010 -1.517 0.37
H -2.154 -3.074 -3.514 0.38
H 0.148 0.565 -1.204 0.37
H 0.742 -0.824 -2.211 0.48
H 0.150 1.348 1.073 0.24
H 1.326 3.418 2.086 0.36
H 3.930 3.637 1.998 0.43
H 5.341 1.728 0.783 0.38
H 4.170 -0.359 -0.326 0.36
C -1.052 -10.825 -2.140 -0.41
C -1.955 -10.492 -1.217 -0.38
C -2.070 -9.103 -0.721 0.10
O -2.891 -8.799 0.121 -0.56
C -1.147 -8.098 -1.290 0.00
C -0.244 -8.429 -2.213 -0.10
C -0.129 -9.819 -2.709 0.15
O 0.693 -10.121 -3.551 -0.54
H -0.953 -11.836 -2.513 0.43
H -2.639 -11.216 -0.790 0.43
H -1.245 -7.087 -0.917 0.43
H 0.440 -7.706 -2.640 0.45
C 10.215 2.213 -0.093 -0.39
C 9.108 2.219 0.649 -0.34
C 7.890 2.927 0.202 0.38
O 6.878 2.934 0.880 -0.60
C 7.944 3.626 -1.100 -0.29
C 9.051 3.621 -1.843 -0.42
C 10.271 2.913 -1.396 0.32
O 11.279 2.905 -2.073 -0.53
H 11.117 1.702 0.219 0.41
H 9.050 1.712 1.604 0.43
H 7.042 4.138 -1.411 0.54
H 9.108 4.128 -2.798 0.42
C -2.293 3.554 3.341 0.03
C -3.208 3.893 4.247 -0.18
C -3.353 5.294 4.701 0.21
O -4.185 5.606 5.528 -0.54
C -2.444 6.302 4.108 -0.54
C -1.529 5.959 3.201 -0.46
C -1.386 4.558 2.749 0.17
O -0.552 4.238 1.919 -0.36
H -2.171 2.534 2.997 0.25
H -3.879 3.167 4.688 0.48
H -2.564 7.322 4.450 0.43
H -0.855 6.681 2.757 0.46
C 1.255 7.183 -3.076 -0.52
C 2.553 6.932 -2.908 -0.48
C 3.024 5.981 -1.876 0.14
O 4.207 5.753 -1.721 -0.52
C 1.998 5.319 -1.039 -0.32
C 0.700 5.571 -1.207 -0.07
C 0.229 6.522 -2.240 0.28
O -0.957 6.750 -2.396 -0.58
H 0.893 7.876 -3.825 0.44
H 3.316 7.407 -3.512 0.45
H 2.360 4.626 -0.288 0.58
H -0.063 5.096 -0.602 0.59
C 1.426 -6.566 1.114 -0.01
C 2.351 -5.881 0.445 -0.11
C 3.792 -6.059 0.726 0.19
O 4.635 -5.432 0.116 -0.56
C 4.167 -7.030 1.778 -0.42
C 3.241 -7.716 2.448 -0.44
C 1.800 -7.537 2.167 0.10
O 0.955 -8.163 2.775 -0.54
H 0.366 -6.447 0.923 0.51
H 2.095 -5.168 -0.327 0.40
H 5.226 -7.148 1.969 0.42
H 3.497 -8.430 3.221 0.43
C -4.816 -0.214 6.200 -0.50
C -4.113 -1.273 6.602 -0.46
C -3.001 -1.810 5.787 0.17
O -2.361 -2.775 6.150 -0.53
C -2.697 -1.124 4.510 -0.23
C -3.400 -0.066 4.110 0.05
C -4.513 0.470 4.925 0.23
O -5.154 1.439 4.559 -0.61
H -5.634 0.192 6.783 0.45
H -4.321 -1.785 7.533 0.43
H -1.879 -1.530 3.927 0.66
H -3.193 0.447 3.178 0.29

***

2.
115
Properties=species:S:1:pos:R:3:mulliken_charge:R:1 method="wB97M-V/def2-TZVPD" orbital_gap_ev=6.551 total_charge=-1
Cs -0.124 0.386 -0.785 2.56
O -2.466 3.588 -0.733 -0.81
C -2.630 2.414 -0.354 -0.03
N -2.692 1.315 -1.085 0.17
C -2.992 1.213 -2.397 -0.09
O -4.090 1.302 -2.925 -0.68
C -1.779 0.972 -3.282 -0.13
C -1.205 2.128 -3.806 -0.62
C -0.053 2.020 -4.562 -0.67
C 0.484 0.759 -4.791 -0.78
C -0.167 -0.332 -4.251 0.08
N -1.274 -0.245 -3.500 0.52
C -2.822 2.139 1.132 0.15
C -3.452 3.110 1.902 -0.71
C -3.807 2.798 3.201 -0.62
C -3.505 1.536 3.697 -1.14
C -2.832 0.650 2.872 -0.01
N -2.485 0.942 1.613 0.68
H -1.672 3.082 -3.593 0.49
H 0.430 2.904 -4.960 0.44
H 1.397 0.624 -5.354 0.40
H 0.221 -1.332 -4.429 0.26
H -3.663 4.071 1.453 0.55
H -4.324 3.523 3.819 0.40
H -3.782 1.242 4.703 0.47
H -2.524 -0.330 3.226 0.51
Cl 2.614 2.002 -2.526 -0.18
C 3.688 1.114 -1.467 0.92
C 4.966 1.619 -1.217 -0.66
C 5.791 0.996 -0.322 0.60
Cl 7.404 1.632 -0.046 -0.32
C 5.337 -0.139 0.399 0.32
C 6.092 -0.789 1.400 -0.98
C 5.556 -1.839 2.087 -1.07
C 4.250 -2.260 1.771 -0.23
N 3.523 -1.705 0.833 0.80
C 4.040 -0.654 0.135 -0.30
C 3.176 -0.065 -0.894 -1.50
O 2.057 -0.552 -1.201 -0.07
H 5.297 2.516 -1.724 0.49
H 7.091 -0.436 1.617 0.41
H 6.119 -2.346 2.861 0.42
H 3.797 -3.085 2.319 0.27
C 0.780 3.009 2.508 -0.95
N 1.357 1.677 2.561 0.76
C 2.771 1.720 2.896 -1.05
C 0.619 0.826 3.481 -0.47
C 0.899 -0.657 3.236 0.10
N -0.285 -1.486 3.428 1.44
C -0.152 -2.769 2.764 -0.84
C -0.609 -1.646 4.826 -1.41
H 0.755 3.496 3.499 0.31
H -0.240 2.965 2.125 0.11
H 1.368 3.638 1.837 0.35
H 2.943 2.143 3.903 0.31
H 3.309 2.329 2.167 0.37
H 3.201 0.715 2.868 0.18
H -0.440 0.996 3.311 -0.19
H 0.837 1.109 4.528 0.16
H 1.727 -1.015 3.875 0.20
H 1.230 -0.753 2.201 -0.66
H 0.678 -3.372 3.175 0.32
H 0.038 -2.616 1.701 -0.28
H -1.076 -3.343 2.863 0.37
H 0.211 -2.126 5.391 0.30
H -1.503 -2.264 4.932 0.35
H -0.812 -0.675 5.288 0.35
N -0.897 -3.219 -2.156 0.80
P -2.090 -2.108 -1.471 -0.65
C -3.501 -2.543 -2.583 0.92
C -4.650 -1.756 -2.486 -0.47
C -5.777 -2.052 -3.241 -0.73
C -5.772 -3.138 -4.108 -0.53
C -4.632 -3.927 -4.212 -0.61
C -3.504 -3.632 -3.451 -0.64
C -2.673 -3.072 -0.001 0.46
C -3.173 -2.304 1.051 -0.32
C -3.703 -2.915 2.186 -0.39
C -3.717 -4.300 2.284 -0.68
C -3.210 -5.072 1.239 -0.79
C -2.703 -4.460 0.101 -0.33
P 0.683 -3.049 -1.405 -0.38
C 0.772 -4.685 -0.519 0.49
C 1.594 -4.764 0.601 0.43
C 1.768 -5.975 1.272 -0.27
C 1.115 -7.114 0.826 -0.77
C 0.300 -7.045 -0.303 -0.55
C 0.141 -5.842 -0.974 -0.82
C 1.760 -3.562 -2.808 1.18
C 3.122 -3.668 -2.515 -0.59
C 4.028 -4.075 -3.479 -0.61
C 3.591 -4.373 -4.768 -0.65
C 2.244 -4.254 -5.076 -0.76
C 1.333 -3.849 -4.100 -0.55
H -0.826 -2.924 -3.128 -0.19
H -4.660 -0.892 -1.829 0.27
H -6.656 -1.422 -3.158 0.42
H -6.649 -3.365 -4.704 0.36
H -4.621 -4.779 -4.882 0.41
H -2.625 -4.264 -3.528 0.19
H -3.134 -1.221 0.975 0.19
H -4.095 -2.307 2.996 0.48
H -4.119 -4.780 3.169 0.35
H -3.219 -6.154 1.311 0.41
H -2.321 -5.063 -0.716 0.31
H 2.104 -3.866 0.936 -0.43
H 2.410 -6.024 2.145 0.46
H 1.240 -8.054 1.348 0.37
H -0.205 -7.937 -0.662 0.43
H -0.483 -5.787 -1.862 0.36
H 3.471 -3.417 -1.515 0.29
H 5.079 -4.154 -3.229 0.46
H 4.298 -4.694 -5.524 0.36
H 1.892 -4.476 -6.076 0.42
H 0.285 -3.791 -4.374 0.45

***

3.
118
Properties=species:S:1:pos:R:3:mulliken_charge:R:1 method="wB97M-V/def2-TZVPD" e_above_lowest_ev=0.646 orbital_gap_ev="6.188 / 6.201" s_squared=0.76 multiplicity=2 total_charge=-2
Ag 0.583 -0.190 -1.158 0.49
I 3.956 -0.645 -0.423 0.20
I 5.591 -0.570 2.227 -0.75
O 4.293 1.497 -2.781 -0.74
S 2.896 1.135 -2.858 0.93
O 2.319 1.387 -4.174 -0.65
O 2.080 1.706 -1.739 0.06
S 2.751 -0.963 -2.541 -0.48
S -2.338 1.697 2.063 -0.65
Sb -1.704 3.156 0.462 2.06
C -3.257 3.198 -0.985 0.30
C -3.663 4.356 -1.632 -0.39
C -4.690 4.301 -2.573 -0.90
C -5.288 3.089 -2.877 -0.57
C -4.877 1.926 -2.228 -0.20
C -3.871 1.981 -1.276 -0.75
C -2.159 5.087 1.332 0.61
C -3.485 5.524 1.397 -0.50
C -3.821 6.694 2.065 -0.74
C -2.835 7.448 2.687 -0.40
C -1.518 7.011 2.659 -0.74
C -1.185 5.833 1.998 -0.43
C 0.375 3.414 0.417 0.85
C 0.974 4.533 -0.154 -0.47
C 2.352 4.677 -0.077 -0.79
C 3.117 3.727 0.591 -0.76
C 2.513 2.631 1.184 -0.42
C 1.138 2.464 1.082 -1.08
H -3.192 5.306 -1.409 0.44
H -5.009 5.207 -3.075 0.34
H -6.072 3.043 -3.624 0.37
H -5.333 0.972 -2.465 0.56
H -3.548 1.079 -0.770 0.12
H -4.268 4.936 0.934 0.40
H -4.856 7.015 2.106 0.39
H -3.093 8.365 3.204 0.35
H -0.745 7.584 3.157 0.40
H -0.157 5.493 2.009 0.36
H 0.379 5.293 -0.649 0.44
H 2.827 5.529 -0.547 0.38
H 4.194 3.830 0.638 0.36
H 3.112 1.885 1.694 0.57
H 0.668 1.589 1.517 0.26
N -0.962 -5.572 4.052 -0.61
C -0.631 -4.692 3.393 -0.05
C -0.182 -3.584 2.567 0.40
C 0.808 -3.782 1.616 -0.76
C 1.237 -2.693 0.874 -0.24
N 0.780 -1.456 1.053 0.15
C -0.172 -1.281 1.966 0.28
C -0.700 -2.312 2.735 -0.53
H 1.253 -4.757 1.467 0.51
H 2.003 -2.815 0.119 0.31
H -0.542 -0.270 2.104 -0.09
H -1.484 -2.111 3.452 0.49
O -1.035 1.790 -1.747 -0.80
S -0.271 1.821 -3.094 1.12
C 0.005 3.603 -3.382 -0.45
C -0.540 3.905 -4.771 -1.04
C -1.887 3.185 -4.817 0.22
C -1.578 1.764 -4.364 -0.95
H 1.074 3.774 -3.273 0.48
H -0.548 4.133 -2.606 -0.24
H 0.138 3.484 -5.520 0.38
H -0.627 4.976 -4.961 0.40
H -2.346 3.212 -5.807 0.42
H -2.577 3.655 -4.113 -0.30
H -1.130 1.169 -5.163 0.50
H -2.416 1.215 -3.937 0.15
C -8.278 -0.696 -1.722 -1.85
C -6.947 -1.343 -1.440 0.78
C -6.162 -0.926 -0.379 -0.55
C -4.937 -1.528 -0.084 0.72
C -4.179 -1.016 1.112 -1.68
C -4.493 -2.587 -0.887 0.23
Te -2.662 -3.562 -0.463 1.02
N -0.570 -1.956 -1.631 -0.14
C -0.695 -1.812 -2.929 0.26
O -0.313 -0.792 -3.578 -0.64
C -1.234 -2.948 -3.780 0.04
C -2.004 -2.630 -4.895 -0.56
C -2.371 -3.612 -5.803 -0.55
C -1.957 -4.926 -5.613 -0.41
C -1.187 -5.249 -4.503 -0.74
C -0.833 -4.264 -3.590 0.37
C -3.635 -5.051 0.734 0.52
C -4.894 -4.851 1.298 -0.31
C -5.430 -5.762 2.200 -0.94
C -4.704 -6.888 2.559 -0.65
C -3.460 -7.105 1.984 -0.56
C -2.916 -6.207 1.069 0.55
C -1.581 -6.511 0.434 -1.22
C -5.277 -3.029 -1.967 0.96
C -4.862 -4.173 -2.859 -1.47
C -6.488 -2.396 -2.224 -1.02
H -8.340 0.289 -1.258 0.36
H -9.095 -1.304 -1.324 0.38
H -8.442 -0.584 -2.795 0.39
H -6.499 -0.106 0.247 0.24
H -4.346 0.050 1.255 0.52
H -3.107 -1.178 1.021 -0.07
H -4.512 -1.534 2.018 0.34
H -2.288 -1.596 -5.048 0.32
H -2.982 -3.355 -6.661 0.37
H -2.224 -5.692 -6.333 0.36
H -0.856 -6.270 -4.354 0.39
H -0.215 -4.502 -2.733 0.45
H -5.470 -3.974 1.027 0.43
H -6.407 -5.579 2.632 0.44
H -5.097 -7.589 3.285 0.35
H -2.886 -7.982 2.261 0.33
H -1.059 -7.294 0.985 0.38
H -0.933 -5.630 0.404 -0.13
H -1.715 -6.843 -0.599 0.34
H -4.084 -3.860 -3.560 0.09
H -5.716 -4.534 -3.435 0.48
H -4.452 -4.999 -2.280 0.18
H -7.092 -2.740 -3.058 0.34

***

4.
120
Properties=species:S:1:pos:R:3:mulliken_charge:R:1 method="wB97M-V/def2-TZVPD" orbital_gap_ev=4.463 total_charge=-1
C 3.250 0.450 1.994 -1.79
C 2.024 -0.234 1.408 2.11
O 2.247 -0.519 0.033 -0.53
C 1.141 -0.294 -0.839 0.59
C -0.144 -0.995 -0.393 1.01
C -1.450 -0.222 -0.143 0.30
O -2.326 -1.151 0.450 -0.84
B -2.214 -0.961 1.965 1.82
O -1.224 0.185 2.101 -1.06
C -1.449 0.895 0.902 0.47
Si -0.795 2.661 0.757 0.47
C 0.970 3.092 0.245 -0.60
C -1.947 3.500 -0.465 -1.10
C -1.061 3.450 2.432 -1.26
H 2.981 1.008 2.896 0.38
H 4.028 -0.268 2.265 0.41
H 3.677 1.153 1.278 0.44
H 1.838 -1.179 1.933 -0.81
H 1.111 0.347 1.554 -0.65
H 0.968 0.780 -0.981 -0.90
H 1.495 -0.693 -1.794 0.18
H -0.425 -1.731 -1.157 0.08
H 0.071 -1.585 0.500 -1.08
H -1.864 0.138 -1.096 0.26
H -3.326 -0.630 2.425 -0.47
H -1.778 -1.966 2.504 -0.32
H -2.531 1.186 0.894 -0.22
H 1.117 2.966 -0.831 -0.07
H 1.743 2.528 0.765 0.06
H 1.123 4.154 0.469 0.53
H -1.712 4.561 -0.590 0.39
H -2.969 3.423 -0.079 0.28
H -1.934 3.016 -1.443 0.20
H -0.598 2.812 3.193 0.32
H -2.116 3.556 2.689 0.24
H -0.567 4.425 2.486 0.36
C 1.833 -2.277 4.288 -0.14
C 0.515 -2.393 4.136 1.19
C -0.356 -2.755 5.294 -0.03
O -1.551 -2.867 5.171 -0.51
C 0.304 -2.945 6.618 -0.60
C 1.621 -2.827 6.752 -0.48
C 2.484 -2.491 5.592 0.02
O 3.690 -2.381 5.731 -0.64
H 2.493 -2.003 3.473 0.66
H -0.017 -2.219 3.206 -0.39
H -0.351 -3.185 7.446 0.43
H 2.131 -2.961 7.698 0.44
C 0.591 0.708 -4.838 -0.51
C 1.497 0.867 -5.798 -0.44
C 2.286 2.118 -5.911 0.07
O 3.101 2.266 -6.801 -0.62
C 2.032 3.189 -4.917 -0.37
C 1.126 3.035 -3.956 -0.23
C 0.335 1.782 -3.840 0.49
O -0.485 1.630 -2.965 -0.47
H -0.002 -0.191 -4.723 0.65
H 1.706 0.105 -6.539 0.48
H 2.620 4.091 -5.031 0.44
H 0.914 3.798 -3.217 0.49
C -2.372 -6.449 -2.609 -0.48
C -2.456 -5.404 -3.426 -0.40
C -2.541 -4.013 -2.896 0.43
O -2.592 -3.072 -3.660 -0.60
C -2.540 -3.840 -1.423 -0.29
C -2.452 -4.890 -0.607 -0.28
C -2.358 -6.271 -1.130 0.34
O -2.261 -7.236 -0.398 -0.59
H -2.304 -7.470 -2.963 0.42
H -2.462 -5.501 -4.505 0.43
H -2.595 -2.825 -1.028 0.62
H -2.429 -4.770 0.469 0.43
C -7.498 3.383 0.984 -0.43
C -6.666 3.795 1.935 -0.43
C -5.654 2.874 2.518 0.44
O -4.904 3.253 3.392 -0.57
C -5.593 1.485 1.991 -0.28
C -6.427 1.081 1.036 -0.29
C -7.446 1.990 0.462 0.38
O -8.218 1.630 -0.403 -0.58
H -8.248 4.025 0.540 0.40
H -6.677 4.803 2.332 0.42
H -4.828 0.836 2.410 0.30
H -6.396 0.077 0.630 0.46
C 3.151 -5.785 1.089 -0.39
C 2.126 -5.152 1.650 -0.44
C 1.138 -4.406 0.826 0.37
O 0.203 -3.828 1.329 -0.49
C 1.348 -4.386 -0.646 0.14
C 2.373 -5.022 -1.206 -0.59
C 3.353 -5.775 -0.383 0.28
O 4.288 -6.358 -0.892 -0.59
H 3.884 -6.338 1.662 0.43
H 1.952 -5.142 2.719 0.48
H 0.620 -3.820 -1.213 0.36
H 2.551 -5.025 -2.274 0.47
C 5.132 0.241 6.809 -0.36
C 5.679 0.644 5.665 -0.23
C 6.050 2.062 5.441 0.38
O 6.563 2.433 4.407 -0.56
C 5.774 3.024 6.543 -0.39
C 5.224 2.625 7.685 -0.35
C 4.863 1.200 7.910 0.34
O 4.370 0.842 8.958 -0.56
H 4.847 -0.789 6.979 0.52
H 5.876 -0.038 4.847 0.40
H 6.049 4.053 6.350 0.41
H 5.011 3.302 8.503 0.40
C 0.338 3.410 -8.563 -0.33
C -0.141 2.429 -9.322 -0.22
C -1.380 2.606 -10.122 0.33
O -1.815 1.718 -10.821 -0.55
C -2.068 3.922 -10.036 -0.38
C -1.591 4.903 -9.276 -0.37
C -0.348 4.725 -8.480 0.26
O 0.087 5.620 -7.789 -0.55
H 1.243 3.307 -7.980 0.52
H 0.341 1.463 -9.400 0.46
H -2.971 4.021 -10.625 0.40
H -2.072 5.869 -9.193 0.41